DFT (wB97M-V/def2-TZVPD) results for a molecular structure, Cl2H2N2S2 in a non-equilibrium geometry.

Properties
- Molecular weight: 165.070 g/mol
- Energy relative to the best compared isomer or geometry (same formula, charge and spin): 71.4 kcal/mol
- Orbital gap (spin up / spin down): 0.28163 / 0.27525 Eh

Geometry (Å):
N (0.99012, -0.49076, -0.98265)
S (-1.53770, 0.58951, 0.34872)
Cl (0.79470, 1.64898, 1.44262)
S (-0.13894, -1.48039, -0.38636)
Cl (0.79332, -0.19390, -2.65842)
H (0.48605, -1.37572, 0.83637)
H (-1.15332, -0.20381, 1.33423)
N (-0.23423, 1.50609, 0.06548)


DFT (wB97M-V/def2-TZVPD) results for a molecular structure, C8H7N5PdSSe in a non-equilibrium geometry.

Properties
- Molecular weight: 390.626 g/mol
- Energy relative to the best compared isomer or geometry (same formula, charge and spin): 10.6 kcal/mol
- Orbital gap: 0.22714 Eh

Geometry (Å):
H (-2.52803, -1.40446, 1.82854)
C (-0.24570, 2.88704, -1.69252)
H (5.41468, -0.10398, 1.00606)
C (-3.42731, -0.60317, 0.03073)
N (0.73799, 2.26243, -1.80370)
C (3.43182, -0.46306, 0.80367)
H (-3.96703, 0.26466, -1.86315)
Se (-1.74837, 3.83145, -1.51468)
H (0.05785, -1.61442, 2.12408)
H (-4.44619, -0.77923, 0.34994)
N (-0.83910, -0.12981, -0.77032)
H (-1.59225, 0.68582, -2.49467)
C (-1.84906, 0.20715, -1.56029)
Pd (1.18779, 0.42878, -0.92308)
S (3.44910, 0.07021, -0.86145)
C (-2.36456, -0.95204, 0.85969)
C (0.11207, -1.05297, 1.19839)
N (1.23927, -0.64990, 0.75167)
C (-1.08146, -0.70487, 0.42252)
C (-3.16906, -0.02656, -1.19653)
N (2.37711, -0.87876, 1.46419)
N (4.62036, -0.55071, 1.42519)
H (4.63007, -0.72361, 2.41571)


DFT (wB97M-V/def2-TZVPD) results for a single C4H10N2O molecule in a non-equilibrium geometry.

Properties
- Molecular weight: 102.137 g/mol
- Energy relative to the best compared isomer or geometry (same formula, charge and spin): 103.3 kcal/mol
- Orbital gap: 0.37605 Eh

Geometry (Å):
H (1.46674, -0.84119, 0.81076)
H (-1.10476, -1.85995, -1.52517)
H (-2.39143, -0.88585, -0.43989)
C (1.28903, 0.14889, 1.20966)
H (0.73933, 0.00699, 2.15663)
C (0.81617, 2.05965, -0.20117)
H (0.24979, -1.07417, -2.15415)
N (0.55575, 0.75966, 0.11795)
C (-0.18146, -1.35662, -1.26232)
H (2.05281, 0.85732, 1.35669)
O (1.80400, 2.66988, 0.14713)
C (-1.70444, -0.45324, 0.23733)
N (-0.62718, -0.04054, -0.74685)
H (0.48972, -1.97674, -0.45920)
H (-1.38738, -0.93645, 1.10525)
H (-1.99236, 0.49078, 0.57939)
H (-0.07433, 2.43157, -0.93202)


DFT (wB97M-V/def2-TZVPD) results for a molecular structure, C21H6BrCl2F7N4O2PdSe in a non-equilibrium geometry.

Properties
- Molecular weight: 815.481 g/mol
- Spin multiplicity: 3
- Total charge: -2
- Energy relative to the best compared isomer or geometry (same formula, charge and spin): 11.9 kcal/mol
- Orbital gap (spin up / spin down): 0.18671 / 0.10886 Eh

Geometry (Å):
C (-2.74893, -2.18555, 0.10659)
C (1.17236, 3.46157, 2.44071)
C (-1.23128, -3.91125, -6.19888)
F (2.88047, -0.15527, 2.71038)
Cl (1.25936, -2.20926, 0.66557)
Br (0.33393, 7.34318, 3.64976)
Se (-0.49665, -2.29444, 4.09039)
C (-1.53797, -1.36253, -3.39048)
F (-1.08462, -0.25606, -4.00380)
N (-0.68981, -0.72951, -7.06702)
C (-2.53098, -3.49765, -2.03369)
C (1.89591, -1.08027, -0.54204)
F (-2.33045, -4.82507, -3.92784)
F (-3.01392, -4.59428, -1.42320)
F (-1.73181, -0.04988, -1.46975)
C (-1.87493, -1.25785, -2.06006)
O (0.87148, 1.24294, 1.63876)
C (0.49269, 2.10801, 2.49019)
F (2.40497, -1.62356, 4.19769)
C (0.52922, 4.58129, 2.95530)
C (-1.64525, -2.55867, -4.11942)
Pd (0.16561, -0.52798, 2.75431)
H (2.95335, 2.66989, 1.58481)
C (-3.72175, -3.00200, 0.72694)
C (2.50573, 5.90528, 2.50807)
N (-1.60889, -0.53785, 1.67810)
C (1.90829, -0.48836, 3.61698)
H (2.71863, -0.54197, -0.08815)
C (-2.13608, -1.28130, 0.94147)
C (-2.39096, -2.31162, -1.30571)
H (3.01108, 6.86088, 2.53958)
O (-0.34704, 1.92446, 3.37893)
N (-4.54658, -3.63526, 1.23475)
C (-0.93874, -1.58611, -6.32628)
H (4.16333, 4.85422, 1.66251)
N (-1.15466, -4.87888, -6.83304)
C (3.14142, 4.77607, 2.01245)
F (1.99589, 0.46141, 4.58915)
C (-2.16154, -3.61961, -3.35496)
Cl (2.49116, -1.92674, -1.97572)
C (1.20485, 5.78530, 2.96656)
H (-0.47369, 4.48483, 3.34634)
C (2.47490, 3.56058, 1.96942)
C (-1.27565, -2.68305, -5.50525)
H (1.09753, -0.40804, -0.83044)